No. 1
Here is a cluster of 3 separate species, C5H15NO2 in total in a non-equilibrium geometry from the Open Molecules 2025 dataset. Energies are from the ωB97M-V functional and the def2-TZVPD basis.

Cartesian coordinates (Å):
C  0.3661  -1.1248  2.2647
C  -0.9472  -0.3819  1.8685
C  -0.6847  1.0853  1.4933
C  -0.1402  1.5475  0.2150
C  -0.3161  0.8784  -0.9197
N  0.0456  1.2234  -2.2085
H  1.2798  -0.5709  2.7271
H  0.6420  -1.6254  1.3130
H  0.2937  -1.9494  2.9279
H  -1.5159  -0.7440  1.0327
H  -1.6077  -0.2961  2.7205
H  -1.6917  1.7042  1.5890
H  -0.0780  1.4295  2.3952
H  0.5081  2.3962  0.3087
H  -0.8677  -0.0212  -0.9221
H  0.3942  2.1606  -2.4141
H  0.0409  0.5909  -3.0815
O  -0.6010  -1.5015  -2.5667
H  0.0911  -1.9697  -2.0719
H  -1.5120  -1.7274  -2.4801
O  2.2436  -0.6770  -1.7115
H  2.6683  0.0523  -1.2112
H  1.3885  -0.4788  -1.2683

## Properties
Kohn-Sham gap in eV: 8.29
LUMO level in eV: 0.7
Charge: 0
Relative energy (zero: lowest compared OMol25 entry of this formula, charge and spin) in eV: 2.5457
Highest occupied orbital energy in eV: -7.6
SMILES: CCC/C=C/N.O.O


No. 2
Here is a cluster of 3 separate species, C5H15NO2 in total in a non-equilibrium geometry from the Open Molecules 2025 dataset. Energies are from the ωB97M-V functional and the def2-TZVPD basis.

Cartesian coordinates (Å):
C  0.1624  -1.3939  -1.4734
N  -0.3591  -0.6124  -0.2882
C  -0.0079  0.7941  -0.7040
C  -0.4985  1.5999  0.4174
C  -0.5340  0.5716  1.5949
C  0.2149  -0.6431  1.1483
H  1.1373  -1.0266  -1.7868
H  0.3228  -2.4853  -1.1317
H  -0.4800  -1.3838  -2.2993
H  1.1146  0.7759  -0.7098
H  -0.3968  1.0995  -1.6818
H  0.1396  2.4636  0.6416
H  -1.4950  1.9651  0.2725
H  -1.5434  0.2203  1.6104
H  -0.3250  1.1111  2.5081
H  0.0009  -1.6952  1.5245
H  1.2345  -0.5807  0.9387
O  -3.1936  -0.1574  -0.1373
H  -2.2005  -0.5354  -0.2043
H  -3.7627  -0.9321  -0.1437
O  3.1293  0.1924  0.0889
H  3.8613  -0.4256  -0.1116
H  3.4788  1.0779  -0.0732

## Properties
Kohn-Sham gap in eV: 9.18
LUMO level in eV: 0.4
Charge: 0
Relative energy (zero: lowest compared OMol25 entry of this formula, charge and spin) in eV: 2.0311
Highest occupied orbital energy in eV: -8.7
SMILES: CN1CCCC1.O.O


No. 3
Here is a cluster of 3 separate species, C5H15NO2 in total in a non-equilibrium geometry from the Open Molecules 2025 dataset. Energies are from the ωB97M-V functional and the def2-TZVPD basis.

Cartesian coordinates (Å):
C  1.7008  -2.3347  0.7103
C  1.5129  -1.0882  0.2707
N  1.9727  -0.5675  -0.9450
C  0.7671  -0.1110  1.0881
C  -0.7633  -0.1755  1.1585
C  -1.4992  -1.5374  1.3817
H  1.1912  -2.6135  1.6112
H  2.3644  -3.0672  0.2443
H  2.4006  0.3469  -0.9931
H  2.6035  -1.2392  -1.3720
H  0.8385  0.9082  0.6034
H  1.2197  0.2219  2.0332
H  -1.1216  0.2291  0.2173
H  -1.1451  0.4197  1.9980
H  -2.0532  -1.5412  2.3079
H  -0.8382  -2.3892  1.4955
H  -2.1379  -1.6987  0.5244
O  3.0468  2.0344  -2.4286
H  2.7770  2.3726  -3.2947
H  3.9579  1.7494  -2.5922
O  -5.7058  3.4771  -1.6978
H  -6.1785  3.5812  -0.8787
H  -4.9102  3.0226  -1.4424

## Properties
Kohn-Sham gap in eV: 8.69
LUMO level in eV: 0.6
Charge: 0
Relative energy (zero: lowest compared OMol25 entry of this formula, charge and spin) in eV: 1.7636
Highest occupied orbital energy in eV: -8.1
SMILES: C=C(N)CCC.O.O


No. 4
Here is a cluster of 2 separate species, C5H15NO2 in total in a non-equilibrium geometry from the Open Molecules 2025 dataset. Energies are from the ωB97M-V functional and the def2-TZVPD basis.

Cartesian coordinates (Å):
C  1.7651  0.6930  0.9128
C  0.4249  0.7504  0.1731
C  -0.7238  1.1463  1.1333
O  -1.5660  2.1269  0.5122
N  0.0178  -0.4658  -0.5449
C  0.8623  -0.7635  -1.6810
C  0.0369  -1.6580  0.3244
H  2.3959  -0.0712  0.4536
H  1.6556  0.4238  1.9613
H  2.3333  1.6127  0.7804
H  0.3826  1.5442  -0.5617
H  -0.2617  1.6080  1.9972
H  -1.3258  0.3044  1.4699
H  -1.6737  2.8618  1.1218
H  1.2664  0.1728  -2.0783
H  0.2874  -1.1555  -2.5228
H  1.7371  -1.3753  -1.5213
H  1.0521  -1.9850  0.5476
H  -0.4471  -1.4441  1.2759
H  -0.5208  -2.4474  -0.1528
O  -2.9258  -0.6676  -1.2910
H  -2.5748  -0.0556  -0.6434
H  -2.1978  -1.1554  -1.6663

## Properties
Kohn-Sham gap in eV: 9.73
LUMO level in eV: 0.8
Charge: 0
Relative energy (zero: lowest compared OMol25 entry of this formula, charge and spin) in eV: 1.5931
Highest occupied orbital energy in eV: -8.9
SMILES: C[C@H](CO)N(C)C.O


No. 5
Here is a cluster of 3 separate species, C5H15NO2 in total in a non-equilibrium geometry from the Open Molecules 2025 dataset. Energies are from the ωB97M-V functional and the def2-TZVPD basis.

Cartesian coordinates (Å):
C  -0.8530  -0.6334  -1.6681
N  -0.4323  0.2247  -0.5579
C  1.0105  0.0172  -0.3130
C  1.2791  0.8604  0.9229
C  -0.0738  0.8463  1.6588
C  -1.0533  -0.0004  0.7561
H  -0.3960  -1.6231  -1.5602
H  -1.9332  -0.7089  -1.7635
H  -0.4273  -0.2090  -2.5809
H  1.0725  -1.0314  0.0123
H  1.6559  0.1408  -1.1800
H  2.0984  0.5027  1.5415
H  1.4634  1.9049  0.6658
H  -0.5296  1.8303  1.7342
H  -0.0133  0.4344  2.6672
H  -2.0265  0.4855  0.6909
H  -1.1517  -1.0627  0.9923
O  -0.1208  3.0162  -1.3522
H  -0.1037  2.0636  -1.1529
H  -0.8322  3.3079  -0.7822
O  0.5145  -3.1238  0.2279
H  0.5634  -3.2602  1.1657
H  0.2890  -3.9821  -0.1247

## Properties
Kohn-Sham gap in eV: 9.09
LUMO level in eV: 0.5
Charge: 0
Relative energy (zero: lowest compared OMol25 entry of this formula, charge and spin) in eV: 1.0252
Highest occupied orbital energy in eV: -8.6
SMILES: CN1CCCC1.O.O


No. 6
Here is a cluster of 3 separate species, C5H15NO2 in total in a non-equilibrium geometry from the Open Molecules 2025 dataset. Energies are from the ωB97M-V functional and the def2-TZVPD basis.

Cartesian coordinates (Å):
C  1.1702  1.4011  -1.5237
C  1.1331  1.4171  -0.1934
C  0.0376  0.8184  0.6298
C  0.1976  -0.6823  0.8317
C  1.3644  -1.0615  1.7451
N  -1.0797  -1.2320  1.4157
H  2.0120  1.8612  -2.0200
H  0.3366  0.9537  -2.0572
H  1.9093  1.9750  0.3276
H  -0.0376  1.2448  1.6348
H  -0.9515  0.9557  0.2076
H  0.2754  -1.3119  -0.0496
H  1.8477  -1.9747  1.4082
H  2.1295  -0.2854  1.6438
H  1.1454  -1.1704  2.8110
H  -0.8934  -1.5389  2.3627
H  -1.8693  -0.5929  1.3944
O  -2.3858  2.2435  -1.2628
H  -2.6848  1.6404  -1.9468
H  -2.3884  1.7708  -0.4281
O  -0.5925  -2.1893  -1.9712
H  -0.1810  -2.8813  -2.5023
H  -0.4947  -1.3613  -2.4575

## Properties
Kohn-Sham gap in eV: 9.43
LUMO level in eV: 0.6
Charge: 0
Relative energy (zero: lowest compared OMol25 entry of this formula, charge and spin) in eV: 1.8839
Highest occupied orbital energy in eV: -8.8
SMILES: C=CC[C@@H](C)N.O.O


No. 7
Here is a cluster of 4 separate species, C5H15NO2 in total in a non-equilibrium geometry from the Open Molecules 2025 dataset. Energies are from the ωB97M-V functional and the def2-TZVPD basis.

Cartesian coordinates (Å):
C  0.3995  -0.8765  -1.4471
C  -0.6581  -1.5894  -0.5944
C  -1.8629  -0.8318  -0.2428
C  -1.8352  0.4007  0.5179
C  -2.8140  1.3048  0.9111
N  0.1074  -2.1177  0.5544
H  0.3884  0.2177  -1.2267
H  1.4049  -1.2707  -1.3672
H  0.2581  -0.8471  -2.4931
H  -0.8986  -2.4899  -1.1115
H  -2.8818  -1.2141  -0.5499
H  1.9808  2.6253  -1.9107
H  -0.8762  0.7178  0.8387
H  -2.6061  2.2859  1.3667
H  -3.9305  1.2161  0.7623
H  -0.4550  -2.1416  1.3654
H  0.9515  -1.5035  0.8716
H  2.0747  0.8061  0.9681
H  1.7171  2.2338  1.8396
O  1.7248  1.7736  0.9634
H  1.7159  2.5965  -1.2194
H  3.5285  -0.7024  0.6443
O  2.5668  -0.5935  0.5591

## Properties
Kohn-Sham gap in eV: 3.80
LUMO level in eV: -3.6
Charge: 0
Relative energy (zero: lowest compared OMol25 entry of this formula, charge and spin) in eV: 7.2631
Highest occupied orbital energy in eV: -7.4


No. 8
Here is a cluster of 4 separate species, C5H15NO2 in total in a non-equilibrium geometry from the Open Molecules 2025 dataset. Energies are from the ωB97M-V functional and the def2-TZVPD basis.

Cartesian coordinates (Å):
C  -0.6883  -0.1735  2.6252
C  0.2571  0.2286  1.4929
C  -0.4733  0.8645  0.3560
C  0.1428  1.8320  -0.4968
C  -0.4342  2.4432  -1.5656
N  0.9977  -1.0312  1.2200
H  -0.0959  -0.6818  3.3905
H  -1.2584  0.6919  2.9305
H  -1.4082  -0.9065  2.2238
H  1.0037  0.9922  1.7481
H  -1.3245  0.3498  -0.0973
H  -0.3771  -2.6909  0.0554
H  1.1876  2.0089  -0.2193
H  0.1458  3.2846  -2.0026
H  -1.4851  2.1920  -1.7827
H  1.4669  -1.0244  0.3184
H  0.2641  -1.7348  1.0949
H  1.0280  0.1824  -1.2121
H  1.1643  -0.7658  -2.3469
O  1.7122  -0.1717  -1.7965
H  -0.6153  -1.9401  -1.1965
H  -0.6526  -2.4128  -2.5717
O  -0.5575  -1.5363  -2.1677

## Properties
Kohn-Sham gap in eV: 3.89
LUMO level in eV: -3.2
Charge: 0
Relative energy (zero: lowest compared OMol25 entry of this formula, charge and spin) in eV: 7.3090
Highest occupied orbital energy in eV: -7.1


No. 9
Here is a cluster of 4 separate species, C5H15NO4 in total in a non-equilibrium geometry from the Open Molecules 2025 dataset. Energies are from the ωB97M-V functional and the def2-TZVPD basis.

Cartesian coordinates (Å):
O  -1.8187  1.2666  -1.5788
C  -1.2506  1.6792  -0.5864
C  0.1498  1.1654  -0.2417
C  0.1887  -0.3686  -0.1772
C  0.4594  -0.7171  1.2915
C  0.3008  0.5895  2.0929
N  0.4369  1.7185  1.1093
H  -1.6663  2.4385  0.0500
H  0.8075  1.5388  -1.0282
H  -0.7385  -0.8565  -0.5802
H  0.9772  -0.7726  -0.9124
H  -0.1357  -1.4943  1.6943
H  1.4933  -1.1308  1.4738
H  1.0496  0.7468  2.9145
H  -0.7202  0.7197  2.5238
H  1.4369  2.0919  1.1767
O  -0.2879  -0.4460  -2.9872
H  -0.6181  -0.5246  -3.8915
H  -0.8858  0.1876  -2.5593
O  3.2213  -1.7701  -0.1508
H  3.1318  -2.5260  -0.7074
H  2.9178  -1.0200  -0.6355
O  -2.9792  -1.0326  0.8455
H  -3.2930  -0.9541  -0.0232
H  -2.1769  -0.5294  0.8874

## Properties
Kohn-Sham gap in eV: 9.86
LUMO level in eV: 0.3
Charge: 0
Relative energy (zero: lowest compared OMol25 entry of this formula, charge and spin) in eV: 1.7398
Highest occupied orbital energy in eV: -9.5
SMILES: O=C[C@@H]1CCCN1.O.O.O


No. 10
Here is a cluster of 3 separate species, C5H15NO4 in total in a non-equilibrium geometry from the Open Molecules 2025 dataset. Energies are from the ωB97M-V functional and the def2-TZVPD basis.

Cartesian coordinates (Å):
N  1.3930  -0.0287  1.0915
C  0.4347  -1.1249  0.6716
C  0.7398  -2.3491  1.4287
O  1.6230  -2.3583  2.2463
C  0.5423  -1.1595  -0.9312
C  -0.1253  -0.0244  -1.6004
C  -1.5493  0.3239  -1.3356
O  -1.7433  1.7165  -1.8428
H  1.2432  0.2603  2.0204
H  2.3775  -0.4061  1.2805
H  -0.5955  -0.8429  0.8147
H  0.0034  -3.2156  1.2703
H  1.6608  -1.0740  -1.1631
H  0.2534  -2.0950  -1.1577
H  0.4867  0.7736  -1.4034
H  0.0469  -0.3370  -2.6572
H  -1.5973  0.5203  -0.2634
H  -2.3079  -0.3451  -1.5853
H  -2.0844  1.5262  -2.7016
O  -1.5497  1.1630  1.7008
H  -2.0892  1.1519  0.8835
H  -1.6006  0.2920  2.1591
O  1.6189  2.7998  0.1911
H  1.3127  2.9207  1.1270
H  1.5062  1.9122  -0.2437

## Properties
Kohn-Sham gap in eV: 10.22
LUMO level in eV: 0.4
Charge: 0
Relative energy (zero: lowest compared OMol25 entry of this formula, charge and spin) in eV: 3.4242
Highest occupied orbital energy in eV: -9.8
SMILES: N[C@H](C=O)CCCO.O.O


> Number 2 is which compound?

C5H15NO2


> Which of these has the lowest LUMO level?

number 7


> What is the formula in the first record?

C5H15NO2


> Look up the charge of the ninth one.

0